Record 1
Density functional theory data (ωB97M-V with the def2-TZVPD basis set) for a molecular structure, C3H8N2O2.

- HOMO-LUMO gap (spin up / spin down): 0.3305 / 0.3305 Ha
- Energy above the lowest of the compared OMol25 structures with the same formula, charge and spin: 763.01 kJ/mol
- Charge: 0

Geometry (Å):
C (0.855, 0.979, -0.606)
C (-0.880, -1.535, -0.169)
C (1.390, 0.631, 0.750)
N (-0.866, -0.092, -0.411)
O (-0.453, 0.235, -1.721)
N (-1.821, 0.704, 0.130)
O (-2.217, 0.317, 1.226)
H (1.557, 0.764, -1.401)
H (0.431, 1.974, -0.683)
H (0.062, -1.947, -0.524)
H (-1.701, -1.975, -0.742)
H (-1.016, -1.746, 0.890)
H (0.700, 0.900, 1.550)
H (1.649, -0.425, 0.836)
H (2.311, 1.217, 0.874)

Record 2
Density functional theory data (ωB97M-V with the def2-TZVPD basis set) for 10 unconnected molecules or ions with the total composition C6H32BrO12S3.

- HOMO-LUMO gap: 0.3052 Ha
- Charge: +1

Geometry (Å):
O (-0.877, 0.256, 2.568)
S (-1.149, 1.426, 3.330)
O (-1.528, 1.132, 4.643)
O (-2.325, 2.236, 2.659)
C (0.309, 2.430, 3.428)
C (0.808, 3.086, 2.140)
C (1.026, 2.129, 0.936)
S (0.185, 2.821, -0.522)
S (-1.827, 2.301, -0.424)
C (0.760, 2.026, -2.077)
C (1.337, 0.615, -1.957)
C (0.878, -0.132, -3.203)
Br (-0.969, -0.641, -2.852)
H (-2.227, 3.190, 2.812)
H (0.150, 3.186, 4.174)
H (1.055, 1.763, 3.826)
H (1.770, 3.497, 2.386)
H (0.213, 3.937, 1.857)
H (2.060, 2.127, 0.636)
H (0.760, 1.102, 1.120)
H (-2.150, 1.899, -1.667)
H (-0.139, 1.936, -2.656)
H (1.409, 2.720, -2.574)
H (0.880, 0.138, -1.115)
H (2.409, 0.639, -1.875)
H (1.460, -1.008, -3.360)
H (0.885, 0.486, -4.076)
O (-0.844, -3.918, -2.081)
H (-1.002, -2.981, -2.248)
H (-0.289, -3.920, -1.295)
O (1.373, -0.677, 4.582)
H (0.667, -0.629, 3.925)
H (1.132, -1.420, 5.149)
O (-1.581, -2.166, 0.196)
H (-2.413, -2.204, -0.288)
H (-1.843, -1.898, 1.084)
O (2.149, -2.437, -0.664)
H (2.593, -3.247, -0.943)
H (1.687, -2.679, 0.145)
O (1.992, -1.690, -5.611)
H (1.321, -1.442, -6.257)
H (1.587, -2.412, -5.119)
O (-4.127, 5.249, -1.773)
H (-3.542, 4.496, -1.898)
H (-4.697, 4.997, -1.038)
O (2.935, 0.364, 2.314)
H (3.652, -0.183, 1.981)
H (2.587, -0.108, 3.081)
O (-1.380, -3.002, 3.833)
H (-1.260, -2.061, 3.650)
H (-1.224, -3.442, 2.990)
O (-1.743, -6.291, -3.876)
H (-1.577, -5.542, -3.290)
H (-1.318, -6.052, -4.705)

Record 3
Density functional theory data (ωB97M-V with the def2-TZVPD basis set) for 15 unconnected molecules or ions with the total composition C34H86N8O17.

- HOMO-LUMO gap: 0.3205 Ha
- Charge: 0

Geometry (Å):
C (3.120, 1.872, 3.529)
O (2.164, 2.685, 2.841)
H (4.058, 2.413, 3.638)
H (2.649, 1.574, 4.464)
H (3.273, 0.930, 2.988)
H (2.621, 3.055, 2.080)
C (4.576, -1.832, -0.801)
O (4.724, -1.770, -2.204)
H (4.449, -0.826, -0.377)
H (3.725, -2.420, -0.450)
H (5.508, -2.182, -0.357)
H (3.855, -1.625, -2.610)
C (3.414, -2.766, 2.736)
O (2.244, -3.519, 2.575)
H (3.771, -2.384, 1.779)
H (3.257, -1.896, 3.383)
H (4.250, -3.341, 3.145)
H (1.851, -3.801, 3.424)
C (-1.871, 5.202, -3.153)
O (-3.224, 5.484, -3.477)
H (-1.775, 4.115, -3.166)
H (-1.126, 5.535, -3.882)
H (-1.533, 5.533, -2.168)
H (-3.350, 6.434, -3.392)
C (5.440, 1.696, -1.796)
O (4.093, 1.637, -1.244)
H (5.964, 0.791, -1.484)
H (5.420, 1.753, -2.880)
H (5.983, 2.518, -1.328)
H (4.222, 2.133, -0.431)
C (2.000, -1.553, -4.868)
O (2.215, -1.587, -3.450)
H (2.133, -0.564, -5.307)
H (2.759, -2.209, -5.299)
H (0.995, -1.925, -5.066)
H (1.412, -1.971, -3.075)
C (-0.034, -0.737, 1.527)
C (0.299, 0.461, 0.692)
C (0.953, 0.101, -0.650)
O (0.218, 0.895, -1.595)
C (-0.814, 1.500, -0.999)
O (-1.620, 2.168, -1.590)
O (-0.825, 1.218, 0.285)
H (-0.701, -0.578, 2.374)
H (0.852, -1.284, 1.864)
H (-0.505, -1.559, 0.971)
H (1.058, 1.048, 1.216)
H (0.947, -0.954, -0.931)
H (1.985, 0.418, -0.816)
C (-0.026, -4.941, 5.119)
O (1.098, -4.726, 4.694)
N (-1.123, -4.252, 4.715)
C (-1.071, -3.285, 3.663)
C (-2.413, -4.384, 5.359)
H (-0.299, -5.768, 5.788)
H (-1.626, -2.385, 3.953)
H (-1.584, -3.560, 2.735)
H (-0.070, -2.958, 3.394)
H (-2.615, -3.461, 5.914)
H (-3.240, -4.416, 4.646)
H (-2.497, -5.244, 6.018)
C (1.447, -6.700, -1.315)
O (1.315, -7.160, -0.199)
N (1.288, -5.389, -1.618)
C (1.355, -4.877, -2.970)
C (1.020, -4.427, -0.571)
H (1.716, -7.326, -2.181)
H (2.330, -4.429, -3.180)
H (0.624, -4.085, -3.126)
H (1.159, -5.757, -3.582)
H (0.119, -3.849, -0.814)
H (0.865, -4.747, 0.454)
H (1.780, -3.638, -0.541)
C (-0.264, 3.682, 5.021)
O (0.042, 4.438, 5.933)
N (-1.506, 3.216, 4.850)
C (-1.812, 2.212, 3.850)
C (-2.610, 3.649, 5.676)
H (0.440, 3.369, 4.236)
H (-0.976, 2.020, 3.181)
H (-2.708, 2.488, 3.289)
H (-2.119, 1.286, 4.351)
H (-3.445, 3.999, 5.062)
H (-3.074, 2.885, 6.308)
H (-2.289, 4.458, 6.325)
C (-3.516, 1.632, -4.697)
O (-4.648, 1.837, -5.114)
N (-2.511, 1.206, -5.485)
C (-1.204, 0.814, -4.946)
C (-2.713, 0.954, -6.893)
H (-3.293, 1.688, -3.621)
H (-1.172, 1.065, -3.887)
H (-0.473, 1.366, -5.539)
H (-1.005, -0.252, -5.062)
H (-2.008, 1.487, -7.537)
H (-2.635, -0.111, -7.125)
H (-3.675, 1.279, -7.284)
C (0.551, -1.610, 7.995)
O (1.309, -2.175, 8.773)
N (0.891, -1.069, 6.830)
C (-0.072, -0.319, 6.027)
C (2.212, -1.237, 6.258)
H (-0.517, -1.475, 8.235)
H (-1.027, -0.071, 6.477)
H (-0.222, -0.810, 5.061)
H (0.496, 0.584, 5.778)
H (2.838, -0.356, 6.435)
H (2.757, -2.099, 6.630)
H (2.178, -1.315, 5.169)
C (-4.888, 3.695, -1.172)
O (-5.954, 3.427, -1.695)
N (-4.589, 3.417, 0.125)
C (-3.356, 3.892, 0.712)
C (-5.514, 2.717, 0.994)
H (-4.082, 4.237, -1.686)
H (-2.576, 3.127, 0.800)
H (-3.495, 4.331, 1.700)
H (-2.829, 4.584, 0.053)
H (-6.437, 2.433, 0.502)
H (-4.954, 1.859, 1.379)
H (-5.777, 3.331, 1.862)
C (-1.652, -1.860, -2.417)
O (-0.460, -2.044, -2.603)
N (-2.630, -2.092, -3.310)
C (-4.030, -1.995, -2.977)
C (-2.293, -2.596, -4.625)
H (-2.055, -1.530, -1.445)
H (-4.536, -1.230, -3.572)
H (-4.236, -1.793, -1.929)
H (-4.522, -2.934, -3.243)
H (-2.851, -3.503, -4.872)
H (-2.524, -1.900, -5.434)
H (-1.245, -2.869, -4.727)
C (1.824, 3.911, -2.721)
O (1.824, 5.112, -2.457)
N (2.461, 3.283, -3.711)
C (2.326, 1.850, -3.923)
C (3.306, 4.022, -4.605)
H (1.206, 3.255, -2.087)
H (1.680, 1.325, -3.228)
H (3.322, 1.408, -3.836)
H (1.969, 1.693, -4.944)
H (3.606, 4.992, -4.219)
H (4.247, 3.466, -4.681)
H (2.862, 4.145, -5.594)

Record 4
Density functional theory data (ωB97M-V with the def2-TZVPD basis set) for C3H3ClO2 in the gas phase.

- HOMO-LUMO gap (spin up / spin down): 0.2867 / 0.2707 Ha
- Energy above the lowest of the compared OMol25 structures with the same formula, charge and spin: 363.80 kJ/mol
- Charge: 0

Geometry (Å):
C (-0.779, 1.119, 0.243)
C (-0.788, -0.310, 0.696)
C (1.092, -0.745, -0.545)
O (0.073, 1.529, -0.556)
O (-0.071, -1.062, -0.112)
Cl (2.372, -0.112, 0.453)
H (-1.698, 1.659, 0.232)
H (-1.637, -0.943, 1.083)
H (1.436, -1.135, -1.493)

Record 5
Density functional theory data (ωB97M-V with the def2-TZVPD basis set) for C5H11N in the gas phase.

- HOMO-LUMO gap: 0.3337 Ha
- Energy above the lowest of the compared OMol25 structures with the same formula, charge and spin: 40.74 kJ/mol
- SMILES: C=C(C)NCC
- Charge: 0

Geometry (Å):
C (-0.015, 1.802, 0.964)
C (0.522, 0.588, 0.853)
C (1.586, 0.096, 1.793)
N (0.218, -0.320, -0.148)
C (-0.932, -0.139, -1.004)
C (-1.031, -1.292, -1.993)
H (0.319, 2.481, 1.726)
H (-0.781, 2.165, 0.305)
H (2.464, -0.222, 1.232)
H (1.877, 0.879, 2.485)
H (1.223, -0.758, 2.367)
H (0.385, -1.283, 0.107)
H (-0.802, 0.801, -1.548)
H (-1.865, -0.066, -0.421)
H (-1.861, -1.130, -2.675)
H (-1.193, -2.233, -1.471)
H (-0.114, -1.369, -2.571)

Record 6
Density functional theory data (ωB97M-V with the def2-TZVPD basis set) for 4 unconnected molecules or ions with the total composition C26H34F3N2O12P.

- HOMO-LUMO gap: 0.3075 Ha
- SMILES: CCCCCCCc1c(COO)cc(P(C)O)c2nccnc12.O=C1OC[C@@H](F)O1.O=C1OC[C@@H](F)O1.O=C1OC[C@@H](F)O1
- Charge: 0

Geometry (Å):
C (-2.295, -0.669, -6.062)
C (-2.890, 0.148, -4.905)
C (-2.150, -0.033, -3.577)
C (-3.027, 0.191, -2.338)
C (-2.430, -0.402, -1.060)
C (-1.636, 0.598, -0.221)
C (-1.205, 0.050, 1.156)
C (0.269, 0.035, 1.453)
C (1.188, -0.551, 0.637)
C (0.774, -1.282, -0.622)
O (1.852, -1.814, -1.368)
O (2.498, -0.724, -2.032)
C (2.560, -0.551, 0.986)
C (3.038, 0.007, 2.128)
P (4.850, -0.178, 2.348)
C (5.427, 1.321, 3.210)
O (4.879, -1.290, 3.580)
C (2.102, 0.599, 3.017)
N (2.527, 1.097, 4.210)
C (1.628, 1.629, 4.987)
C (0.259, 1.675, 4.631)
N (-0.185, 1.172, 3.515)
C (0.727, 0.617, 2.671)
H (-1.633, -0.047, -6.665)
H (-3.096, -1.031, -6.708)
H (-1.751, -1.542, -5.702)
H (-2.883, 1.207, -5.163)
H (-3.924, -0.165, -4.750)
H (-1.298, 0.652, -3.524)
H (-1.739, -1.045, -3.516)
H (-3.223, 1.256, -2.204)
H (-3.979, -0.309, -2.531)
H (-1.823, -1.280, -1.301)
H (-3.239, -0.772, -0.421)
H (-2.298, 1.451, -0.057)
H (-0.775, 0.985, -0.772)
H (-1.574, -0.978, 1.261)
H (-1.710, 0.624, 1.925)
H (0.161, -0.665, -1.281)
H (0.177, -2.160, -0.355)
H (2.035, -0.702, -2.882)
H (3.260, -1.021, 0.311)
H (5.326, 2.174, 2.539)
H (4.938, 1.515, 4.159)
H (6.489, 1.151, 3.398)
H (4.221, -1.082, 4.256)
H (1.948, 2.041, 5.938)
H (-0.454, 2.131, 5.307)
O (3.093, -7.688, 4.800)
C (3.070, -6.552, 4.477)
O (4.031, -5.640, 4.752)
C (3.720, -4.425, 4.062)
C (2.227, -4.561, 3.853)
F (1.807, -3.994, 2.696)
O (2.055, -5.962, 3.778)
H (4.247, -4.397, 3.108)
H (4.004, -3.562, 4.655)
H (1.616, -4.172, 4.670)
O (-1.824, 2.568, -8.819)
C (-1.453, 1.567, -9.327)
O (-0.171, 1.129, -9.340)
C (-0.146, -0.186, -9.904)
C (-1.428, -0.206, -10.711)
F (-2.002, -1.432, -10.738)
O (-2.254, 0.684, -9.988)
H (-0.186, -0.927, -9.104)
H (0.752, -0.327, -10.497)
H (-1.326, 0.154, -11.736)
O (-2.034, 3.942, 8.566)
C (-2.541, 4.163, 7.522)
O (-3.758, 4.726, 7.344)
C (-3.950, 4.970, 5.948)
C (-2.988, 3.981, 5.322)
F (-2.445, 4.443, 4.172)
O (-1.978, 3.879, 6.309)
H (-3.657, 5.994, 5.710)
H (-4.988, 4.807, 5.674)
H (-3.410, 2.992, 5.138)

Record 7
Density functional theory data (ωB97M-V with the def2-TZVPD basis set) for C7H13N in the gas phase.

- HOMO-LUMO gap: 0.3335 Ha
- Energy above the lowest of the compared OMol25 structures with the same formula, charge and spin: 266.57 kJ/mol
- SMILES: C=C/C(N)=C/CCC
- Charge: 0

Geometry (Å):
C (-2.227, 1.717, 2.409)
C (-1.542, 0.571, 2.387)
C (-1.040, 0.082, 1.015)
N (-1.844, -1.004, 0.469)
C (0.010, 0.569, 0.375)
C (0.477, -0.036, -0.944)
C (1.923, -0.539, -0.911)
C (2.414, -0.905, -2.365)
H (-2.783, 2.127, 3.284)
H (-2.114, 2.549, 1.745)
H (-1.631, -0.115, 3.301)
H (-2.646, -1.273, 1.088)
H (-1.662, -1.138, -0.498)
H (0.444, 1.623, 0.708)
H (0.294, 0.722, -1.746)
H (-0.180, -0.959, -1.266)
H (2.614, 0.199, -0.502)
H (2.145, -1.490, -0.190)
H (2.072, -0.101, -3.120)
H (1.807, -1.655, -2.831)
H (3.470, -0.945, -2.407)

Record 8
Density functional theory data (ωB97M-V with the def2-TZVPD basis set) for 10 unconnected molecules or ions with the total composition H20O10.

- HOMO-LUMO gap: 0.3693 Ha
- Energy above the lowest of the compared OMol25 structures with the same formula, charge and spin: 595.94 kJ/mol
- SMILES: O.O.O.O.O.O.O.O.O.O
- Charge: 0

Geometry (Å):
O (0.524, 0.382, 0.137)
H (0.990, 0.324, -0.634)
H (-0.013, 1.209, 0.126)
O (1.045, -3.750, -1.213)
H (1.009, -4.072, -0.373)
H (0.604, -4.411, -1.794)
O (-3.142, 3.020, -1.573)
H (-2.822, 2.247, -2.109)
H (-2.768, 2.824, -0.748)
O (3.187, -1.274, 1.017)
H (3.790, -0.847, 1.598)
H (3.169, -2.255, 1.266)
O (-0.682, -1.409, -1.953)
H (-0.014, -1.908, -2.420)
H (-1.437, -1.258, -2.426)
O (-4.482, 0.037, 2.123)
H (-3.699, 0.230, 1.730)
H (-4.734, 0.796, 2.707)
O (2.468, 4.676, 1.138)
H (1.807, 4.108, 0.990)
H (3.140, 4.528, 0.458)
O (1.519, -2.703, 1.939)
H (1.686, -2.848, 1.043)
H (0.717, -2.151, 1.838)
O (-4.678, -0.558, -0.111)
H (-4.000, 0.126, -0.130)
H (-5.404, -0.315, -0.816)
O (4.136, 1.541, -1.287)
H (4.819, 2.187, -1.669)
H (3.995, 1.792, -0.385)